Below is a 8-piece molecular cluster, C13H42O8 overall, with properties calculated with ωB97M-V with the def2-TZVPD basis set.

Computed properties:
* SMILES string: CCO.CCO.CCO.CCO.CCO.CCO.CO.O
* LUMO: 0.41 eV
* total charge: 0
* relative energy (zero: lowest compared OMol25 entry of this formula, charge and spin): 43.0 kcal/mol

Last column: natural (NBO) charge in e.
Element x y z (Å)
1 C -3.8074 1.7691 -0.5156  -0.2545
2 O -2.6079 1.0142 -0.4725  -0.7546
3 H -3.8086 2.5605 0.2412  0.1672
4 H -4.0023 2.1956 -1.5037  0.1645
5 H -4.6329 1.1008 -0.2723  0.1858
6 H -1.8537 1.6032 -0.5961  0.4853
7 O 0.6821 0.1046 -0.0804  -0.9751
8 H -0.1189 0.6376 -0.1001  0.4900
9 H 0.4478 -0.7016 -0.5577  0.4963
10 C 1.8121 2.4049 2.9723  -0.6347
11 C 2.7413 1.4004 2.3537  -0.0623
12 O 2.8342 1.5402 0.9494  -0.7581
13 H 0.7956 2.2679 2.5752  0.2007
14 H 2.0689 3.4405 2.7430  0.2048
15 H 1.7303 2.2412 4.0482  0.2119
16 H 2.3733 0.3982 2.6160  0.1537
17 H 3.7495 1.4737 2.7685  0.1665
18 H 2.1703 0.9588 0.5507  0.5012
19 C 1.7713 -0.3092 -3.8944  -0.6255
20 C 2.0813 -1.3072 -2.8021  -0.0551
21 O 2.3507 -2.5632 -3.4064  -0.7291
22 H 0.9535 -0.6473 -4.5303  0.2099
23 H 2.6514 -0.1419 -4.5164  0.2121
24 H 1.5176 0.6561 -3.4491  0.2132
25 H 1.2448 -1.3915 -2.1109  0.1447
26 H 2.9703 -0.9385 -2.2751  0.1607
27 H 2.3477 -3.2344 -2.7179  0.4669
28 C 1.7061 -2.6149 1.8461  -0.6581
29 C 2.5001 -3.2679 0.7297  -0.0678
30 O 1.5812 -3.8127 -0.2621  -0.7673
31 H 2.2989 -2.5981 2.7600  0.2227
32 H 0.7739 -3.1553 2.0258  0.2203
33 H 1.4222 -1.5889 1.6083  0.2310
34 H 3.1394 -4.0618 1.1170  0.1701
35 H 3.1360 -2.5332 0.2270  0.1743
36 H 1.9929 -4.5890 -0.6503  0.4801
37 C -1.7620 -1.9925 -2.5018  -0.6360
38 C -1.5903 -3.0204 -1.4040  -0.0609
39 O -1.0305 -2.4069 -0.2438  -0.7626
40 H -0.7940 -1.6702 -2.8896  0.2001
41 H -2.3643 -1.1555 -2.1525  0.2263
42 H -2.2877 -2.4271 -3.3603  0.2084
43 H -0.9920 -3.8634 -1.7595  0.1652
44 H -2.5687 -3.4206 -1.1192  0.1641
45 H -0.2268 -2.8668 0.0260  0.4953
46 C -1.0177 -0.1580 3.9257  -0.6255
47 C -1.5598 -0.2635 2.5270  -0.0600
48 O -2.9853 -0.2254 2.4963  -0.7404
49 H -1.3254 -1.0203 4.5256  0.2087
50 H -1.2665 0.7808 4.4146  0.2087
51 H 0.0701 -0.2923 3.8836  0.2031
52 H -1.2883 -1.2489 2.1317  0.1682
53 H -1.1425 0.5258 1.9006  0.1561
54 H -3.2455 -0.0455 1.5861  0.4785
55 C -1.3428 4.1918 -1.9688  -0.6328
56 C -1.1844 4.2144 -0.4650  -0.0665
57 O -0.5460 3.0189 -0.0123  -0.7700
58 H -1.6939 5.1387 -2.3709  0.2179
59 H -2.0385 3.3925 -2.2359  0.2031
60 H -0.3856 3.9356 -2.4275  0.2140
61 H -2.1744 4.2683 -0.0072  0.1715
62 H -0.6386 5.1061 -0.1501  0.1741
63 H 0.3683 3.1935 0.2325  0.4996

Cartesian forces, eV/Å:
C -0.1 0.1 0.2
O -0.1 -0.3 -0.1
H 0.0 0.0 -0.1
H 0.1 0.0 0.0
H 0.1 -0.1 -0.1
H -0.1 0.2 0.1
O 0.1 0.1 -0.1
H 0.0 0.0 0.1
H -0.2 -0.1 0.2
C -0.9 0.2 -0.1
C 0.1 -0.4 0.0
O 0.1 0.1 0.0
H 0.1 -0.1 0.0
H 0.3 -0.1 0.2
H 0.1 0.2 0.1
H 0.1 0.0 -0.1
H 0.0 0.1 0.0
H -0.1 0.0 -0.1
C 0.0 0.2 0.0
C 0.3 0.3 -0.3
O 0.0 -0.2 0.0
H 0.0 0.0 0.0
H 0.0 -0.1 -0.1
H -0.1 -0.1 0.0
H 0.0 -0.1 0.1
H -0.1 -0.1 0.3
H 0.0 0.1 0.1
C -0.1 0.1 -0.1
C -0.3 0.1 -0.4
O 0.4 0.2 0.3
H -0.1 0.0 0.1
H 0.2 -0.2 0.1
H 0.1 0.0 -0.1
H -0.1 -0.1 0.0
H 0.1 0.0 0.1
H -0.1 -0.1 0.0
C -0.1 -0.3 -0.4
C -0.3 0.0 0.1
O 0.3 0.2 -0.1
H 0.0 0.2 0.2
H 0.2 0.2 0.1
H 0.0 -0.1 0.1
H 0.2 0.1 0.1
H 0.0 0.0 0.0
H -0.1 -0.3 -0.2
C 0.3 -0.6 0.2
C -0.3 -0.7 -0.3
O -0.1 0.4 0.3
H -0.4 0.3 0.1
H 0.0 0.0 0.1
H 0.0 0.4 -0.1
H 0.4 0.2 -0.2
H 0.0 0.0 -0.1
H 0.2 0.0 0.0
C 0.3 -0.5 -0.1
C -0.1 0.4 -0.1
O -0.1 0.0 0.1
H -0.1 0.1 0.0
H -0.1 0.1 -0.2
H 0.0 0.2 -0.1
H 0.1 -0.1 0.2
H 0.1 -0.1 0.1
H 0.1 0.0 -0.1

Below is an isolated ion of composition CHO2 and charge -1, with properties calculated with ωB97M-V with the def2-TZVPD basis set.

Computed properties:
* SMILES string: O=C[O-]
* LUMO: 5.04 eV
* total charge: -1
* relative energy (zero: lowest compared OMol25 entry of this formula, charge and spin): 7.9 kcal/mol

Last column: natural (NBO) charge in e.
Element x y z (Å)
1 O 0.4702 -0.6570 -1.0178  -0.7838
2 C 0.0881 -0.0050 -0.0314  0.6266
3 O 0.0832 1.1493 0.4071  -0.7866
4 H -0.6415 -0.4873 0.6421  -0.0562

Cartesian forces, eV/Å:
O 1.0 0.8 -0.2
C -2.4 -1.0 0.6
O 1.8 2.1 -0.9
H -0.4 -1.9 0.5

Below is C16H20N4STeV as an isolated structure, with properties calculated with ωB97M-V with the def2-TZVPD basis set.

Computed properties:
* 2S+1: 4
* expectation value of S²: 3.924
* LUMO (spin up / spin down): -0.68 / -0.48 eV
* total charge: 0
* relative energy (zero: lowest compared OMol25 entry of this formula, charge and spin): 0.0 kcal/mol

Last column: Löwdin spin population.
Element x y z (Å)
1 V -0.2494 0.0979 -0.1269  2.3837
2 S 0.3767 -1.4646 1.4528  -0.0012
3 C -0.9061 -2.5749 0.8865  -0.0322
4 N -0.9603 -3.8557 1.2313  0.2720
5 N 0.0042 -4.2895 2.0149  0.1732
6 C 0.1731 -5.6573 2.2646  0.0008
7 C 1.2967 -6.0630 2.9787  0.0258
8 C 1.5170 -7.4104 3.2130  -0.0031
9 C 0.6202 -8.3618 2.7463  0.0301
10 C -0.5082 -7.9464 2.0505  -0.0028
11 C -0.7414 -6.6017 1.8062  0.0265
12 N -1.8771 -2.1807 0.0525  0.2660
13 N -1.7303 -0.9360 -0.4214  -0.0781
14 C -2.7695 -0.4882 -1.2808  0.0097
15 C -3.9458 -1.2003 -1.4736  -0.0144
16 C -4.9079 -0.7091 -2.3429  0.0042
17 C -4.7106 0.4856 -3.0230  -0.0166
18 C -3.5362 1.1983 -2.8248  0.0035
19 C -2.5727 0.7111 -1.9594  -0.0104
20 H 0.7456 -3.6456 2.2769  0.0035
21 H 1.9985 -5.3189 3.3408  0.0009
22 H 2.3986 -7.7185 3.7611  -0.0010
23 H 0.7982 -9.4142 2.9241  0.0018
24 H -1.2177 -8.6803 1.6886  -0.0009
25 H -1.6116 -6.2669 1.2592  0.0025
26 H -4.0856 -2.1283 -0.9385  -0.0008
27 H -5.8253 -1.2659 -2.4877  0.0007
28 H -5.4639 0.8591 -3.7037  -0.0010
29 H -3.3718 2.1347 -3.3421  0.0006
30 H -1.6590 1.2869 -1.8179  0.0026
31 C -1.0020 1.4435 1.2333  -0.0347
32 H -1.4825 2.3101 0.7580  0.0007
33 H -0.1838 1.8222 1.8614  -0.0005
34 H -1.7288 0.9843 1.9026  0.0037
35 C 2.1836 -2.3973 -3.5214  -0.0044
36 Te 1.3827 -2.1085 -1.5584  -0.0112
37 C 3.2058 -1.2246 -0.8905  0.0014
38 H 2.6430 -1.4844 -3.8955  0.0000
39 H 1.3741 -2.6951 -4.1859  0.0000
40 H 2.9211 -3.1949 -3.4678  -0.0009
41 H 3.9741 -1.9888 -0.8043  0.0002
42 H 3.0336 -0.7769 0.0845  0.0005
43 H 3.5113 -0.4690 -1.6099  -0.0002

Cartesian forces, eV/Å:
V 0.6 0.9 -0.1
S -0.1 -0.8 0.4
C 0.1 0.2 0.0
N 0.0 0.1 0.0
N 0.1 -0.3 0.1
C 0.0 0.2 0.0
C 0.1 0.0 0.0
C 0.0 0.0 0.0
C 0.0 0.0 0.0
C 0.0 0.0 0.0
C 0.0 0.0 0.0
N -0.1 0.2 -0.1
N -0.9 -1.1 -0.2
C 0.1 -0.2 0.1
C -0.1 -0.1 0.0
C 0.0 0.0 0.0
C 0.0 0.0 0.0
C 0.0 0.0 0.0
C 0.0 0.0 0.0
H 0.0 0.0 0.0
H 0.0 0.0 0.0
H 0.0 0.0 0.0
H 0.0 0.0 0.0
H 0.0 0.0 0.0
H 0.0 0.0 0.0
H 0.0 0.0 0.0
H 0.0 0.0 0.0
H 0.0 0.0 0.0
H 0.0 0.0 0.0
H 0.0 0.0 0.0
C 0.2 0.5 -0.2
H 0.0 0.0 0.1
H 0.0 0.0 0.0
H 0.0 -0.1 0.0
C -0.1 0.1 -0.1
Te 0.1 0.2 0.0
C 0.1 -0.2 0.0
H 0.0 0.0 0.0
H 0.0 0.0 0.0
H 0.0 0.0 0.0
H 0.0 0.0 0.0
H 0.0 0.0 0.0
H 0.0 0.0 0.0

Below is C4H3F3 as an isolated structure, with properties calculated with ωB97M-V with the def2-TZVPD basis set.

Computed properties:
* 2S+1: 3
* expectation value of S²: 2.007
* LUMO (spin up / spin down): 1.05 / -3.34 eV
* total charge: 0
* relative energy (zero: lowest compared OMol25 entry of this formula, charge and spin): 22.5 kcal/mol

Last column: Löwdin spin population.
Element x y z (Å)
1 C 1.1540 0.2080 0.2889  0.8048
2 C -0.0164 0.7953 -0.5761  0.0917
3 C 0.4562 -0.8538 0.6665  0.8006
4 C -0.7724 -0.3708 -0.0055  0.0794
5 F -0.5832 2.0554 -0.3045  0.0228
6 F -1.3979 -1.0498 -0.9703  0.0203
7 F -1.6289 -0.1718 0.9831  0.0713
8 H 2.1317 0.5438 0.4551  0.0454
9 H 0.0466 0.6665 -1.7338  0.0293
10 H 0.6102 -1.8228 1.1965  0.0343

Cartesian forces, eV/Å:
C 4.1 9.2 -3.8
C 0.9 1.0 -0.4
C -4.8 -9.8 2.5
C 0.0 -1.4 0.1
F 0.9 -1.0 -0.2
F -0.6 -1.0 -0.5
F -1.8 1.0 0.8
H 1.1 0.4 0.1
H 0.2 0.3 1.9
H 0.0 1.3 -0.5

Below is one molecule with the formula C5H10BrF3NP, with properties calculated with ωB97M-V with the def2-TZVPD basis set.

Computed properties:
* SMILES string: CCN(CC)P(Br)C(F)(F)F
* LUMO: 0.32 eV
* total charge: 0
* relative energy (zero: lowest compared OMol25 entry of this formula, charge and spin): 0.0 kcal/mol

Last column: natural (NBO) charge in e.
Element x y z (Å)
1 C 1.0645 1.9112 0.1402  -0.6404
2 C -1.2045 -1.9116 0.0116  -0.6080
3 C 1.1460 0.3283 -0.2306  -0.1951
4 C -1.0947 -0.3643 -0.3627  -0.2277
5 C 1.6296 0.5224 -3.2555  0.7176
6 N 0.0915 -0.0919 -1.0622  -0.7365
7 F 2.1361 -0.6381 -2.8820  -0.3157
8 F 1.6267 0.5879 -4.6088  -0.3297
9 F 2.4569 1.4890 -2.8266  -0.3361
10 P -0.1406 0.7940 -2.5912  0.8583
11 Br -0.8351 -0.8573 -3.8850  -0.2064
12 H 0.1685 2.0505 0.8323  0.2128
13 H 1.9728 2.3232 0.4682  0.2186
14 H 0.9280 2.5167 -0.8271  0.2001
15 H -0.4233 -2.0833 0.6989  0.2009
16 H -2.2196 -2.1234 0.4542  0.2089
17 H -1.0728 -2.4905 -0.9894  0.2172
18 H 1.9974 0.1534 -0.6912  0.1890
19 H 1.2072 -0.3399 0.7498  0.1989
20 H -1.8846 -0.1106 -0.9586  0.1889
21 H -1.4502 0.2141 0.5125  0.1846

Cartesian forces, eV/Å:
C -2.3 -1.4 -1.6
C -1.5 1.1 -2.6
C -1.8 2.0 4.5
C -1.5 -2.4 1.9
C -0.4 0.6 -0.3
N -0.1 0.9 -1.5
F 0.5 -0.5 -0.1
F 0.2 0.0 0.5
F 0.2 0.2 0.1
P 0.4 -0.8 1.0
Br -0.7 -0.4 0.0
H 1.4 0.2 -0.9
H 1.2 0.2 1.2
H -0.3 -1.0 1.2
H 0.8 -0.8 0.8
H 1.1 0.1 -0.4
H -0.1 0.8 2.0
H 4.3 -0.7 -2.1
H -0.4 1.4 -1.9
H -2.4 0.1 -2.1
H 1.4 0.3 0.2

Below is C4H8BeO3 as an isolated structure, with properties calculated with ωB97M-V with the def2-TZVPD basis set.

Computed properties:
* 2S+1: 2
* expectation value of S²: 0.756
* LUMO (spin up / spin down): -5.42 / -6.23 eV
* total charge: +1
* relative energy (zero: lowest compared OMol25 entry of this formula, charge and spin): 92.7 kcal/mol

Last column: Löwdin spin population.
Element x y z (Å)
1 O -1.5264 -1.2945 -1.9790  0.0177
2 C -0.6622 -0.4155 -2.5303  0.0009
3 O -0.2818 0.5349 -1.4544  0.1639
4 C 0.9468 0.3728 -0.8161  0.5203
5 C 0.8025 0.6772 0.6232  0.1619
6 O -0.2148 -0.1509 1.1683  0.0742
7 C -0.2828 -0.1321 2.5991  0.0054
8 Be -1.2824 -0.4525 -0.1617  0.0083
9 H -1.1108 0.2244 -3.3082  -0.0002
10 H 0.2740 -0.8702 -2.9006  -0.0008
11 H 2.0626 0.7167 0.0786  0.0165
12 H 0.7034 1.7075 0.9831  0.0034
13 H -1.1550 -0.7260 2.8878  0.0013
14 H 0.6306 -0.5785 3.0099  0.0016
15 H -0.4029 0.9003 2.9513  0.0012
16 H 1.4994 -0.5136 -1.1510  0.0243

Cartesian forces, eV/Å:
O 0.3 1.4 3.7
C -0.2 -0.2 -1.3
O -0.2 0.0 0.9
C -2.5 -0.4 0.5
C 3.4 1.7 -3.3
O -0.7 -1.1 -1.1
C -0.4 -0.3 1.3
Be 1.5 -0.6 -3.2
H 0.1 -0.2 0.2
H -0.2 0.1 0.1
H -0.6 -0.4 3.0
H -0.3 -0.3 -0.5
H 0.2 0.1 0.0
H -0.3 0.1 -0.2
H 0.1 -0.2 -0.2
H -0.2 0.3 0.0